Entry 1:
ORCA calculation (the ωB97M-V functional and the def2-TZVPD basis) on a cluster of 2 separate species, C2H8N2O in total.

Computed properties:
- energy above the lowest of the compared OMol25 structures with the same formula, charge and spin (kJ/mol) = 818.89
- Kohn-Sham gap (alpha / beta) (eV) = 7.755 / 8.566
- HOMO level (alpha / beta) (eV) = -8.11 / -8.65

```
13
Properties=species:S:1:pos:R:3:forces:R:3:nbo_charge:R:1
C 1.0487 0.0473 0.2943 3.5 -1.2 3.8 0.1160
H 0.7357 -1.2799 -1.0493 0.1 -0.1 -0.2 0.4861
C 0.1943 1.2871 0.4362 0.3 -0.5 -3.3 -0.2798
O 1.5115 -0.8551 -0.6421 -1.8 0.8 -0.2 -0.6449
N -0.1700 1.1827 -0.9067 -2.9 1.3 -1.6 -0.5863
H 1.9040 0.1568 0.9689 0.1 0.0 -0.2 0.1615
H 0.0999 0.7663 -1.7928 1.0 0.7 0.8 0.3836
H -1.7771 -1.2128 -0.6805 2.0 0.6 -0.5 0.3864
H -0.6574 1.2672 1.1136 0.0 -0.2 0.1 0.2074
H -0.2461 -0.9923 0.6933 -4.0 -0.4 -1.8 0.4002
H 0.8472 2.1501 0.6185 0.3 -0.3 0.4 0.2118
H -2.1882 -1.2324 0.7252 1.2 0.1 1.4 0.3721
N -1.3024 -1.2849 0.2214 0.2 -0.8 1.1 -1.2140
```
Forces are in eV/Å.

Entry 2:
ORCA calculation (the ωB97M-V functional and the def2-TZVPD basis) on a structure of composition C26H41ClF6N6O9S5.

Computed properties:
- energy above the lowest of the compared OMol25 structures with the same formula, charge and spin (kJ/mol) = 0.00
- Kohn-Sham gap (eV) = 8.089
- HOMO level (eV) = -9.08

```
94
Properties=species:S:1:pos:R:3:forces:R:3:lowdin_charge:R:1
F 1.0479 -1.5340 5.5782 -0.1 0.2 0.0 0.1366
H -2.1872 2.1142 -2.7419 -0.2 0.0 -0.3 0.1217
H 1.6394 -1.7970 -1.3400 -0.3 0.1 -0.2 0.1064
F 4.5235 1.9741 6.7744 0.0 0.1 0.0 0.1384
H 5.5270 6.0204 -3.4930 -0.1 0.1 0.1 0.1146
F 0.2378 0.0751 6.7655 0.1 0.2 -0.1 0.1511
H 1.6479 4.0051 -0.6159 -0.2 0.1 0.1 0.0325
H -1.1818 1.5637 -4.5344 0.1 0.2 0.1 0.0888
C -2.0882 0.9109 0.1420 0.5 0.8 0.5 -0.1539
H 2.2563 -1.0237 0.0765 0.2 0.1 -0.2 0.1315
H -4.5120 2.8327 1.7051 -0.1 0.1 -0.1 0.1270
C 1.4172 3.1064 -1.1820 0.3 0.3 0.0 -0.4666
O 4.1012 1.3445 3.0832 -0.1 -0.2 -0.2 -0.3036
H -3.5733 1.1969 3.1867 0.1 0.0 0.0 0.1468
C -0.5278 -0.0086 -1.2928 -0.1 0.2 0.7 -0.2744
H -4.8720 1.6424 0.4721 0.0 -0.1 -0.1 0.1210
H 0.6973 -1.5410 -3.1100 0.0 0.3 -0.3 0.1227
N 4.5828 4.0940 -3.2903 -0.3 0.1 -0.1 -0.1541
C 5.5445 4.9757 -3.7416 0.0 0.2 0.2 -0.1726
S 2.0737 3.4119 -2.8402 0.0 -0.3 -0.2 0.9054
O -3.2727 -6.2659 -4.4161 -0.1 0.5 -0.1 -0.3151
S -3.0930 -5.8887 -3.0527 0.1 -1.2 0.0 0.3390
H -3.3080 1.0554 -1.9023 0.0 -0.3 0.1 0.1282
H -0.7051 -0.0361 -5.0157 0.1 0.0 -0.1 0.0812
C 6.0487 3.0619 -4.5249 0.3 0.0 -0.2 -0.1329
H 2.4327 1.2300 -1.3159 0.3 0.0 0.0 0.0958
H -2.5759 -0.4486 -3.6950 -0.1 -0.5 0.4 0.1510
H 2.4171 -2.8581 1.6694 0.1 -0.1 0.1 0.1348
H 0.2259 1.6009 0.6772 -0.1 0.1 0.0 0.1168
C -4.1378 0.8607 2.3137 -0.2 -0.1 0.2 -0.1872
C 1.4955 -2.2986 1.8570 0.3 0.1 -0.4 -0.2917
O 3.3028 3.2664 4.3731 -0.1 0.0 0.0 -0.2784
C 2.0386 1.8688 -0.5247 -0.5 -0.2 -0.4 -0.1787
C 4.9024 1.5730 5.5621 0.0 -0.2 0.2 -0.6905
C 0.6583 -2.3158 0.5879 0.5 0.4 0.2 -0.1265
N 6.4187 4.3913 -4.4809 0.4 0.0 -0.3 0.0789
F 5.9884 2.2595 5.2085 0.0 0.1 -0.1 0.1356
H -1.4114 0.5846 0.9278 0.1 -0.1 0.0 0.1135
F -0.8970 -0.7062 5.1000 0.0 0.0 -0.1 0.1098
C -5.6382 -0.1590 3.8042 -0.1 0.3 0.8 -0.5157
C 1.0363 1.0165 0.2660 0.7 0.2 0.2 -0.1005
S 3.5749 1.8605 4.3184 0.3 0.2 0.2 0.5774
H 1.5595 0.5871 1.1163 -0.3 -0.1 0.0 0.0940
O -5.7830 0.3091 4.9002 0.1 -0.1 -0.7 0.1429
S 3.5118 5.6066 -1.4075 0.1 0.0 0.0 0.7599
C -0.8235 -4.3328 -3.4162 0.3 -0.2 0.0 -0.2467
H -5.8099 -1.8901 2.5061 0.1 0.0 -0.1 0.0819
H 0.5926 -3.3300 0.2088 -0.3 -0.1 -0.1 0.1019
O -3.5918 -6.7344 -2.0197 -0.1 0.3 0.1 -0.3212
H -2.9138 2.8666 -0.2197 0.2 0.3 0.1 0.1144
C -0.3264 -3.3078 -2.3991 -0.8 0.4 -0.1 -0.1839
H 0.2120 0.7259 -3.7568 0.0 0.4 0.1 0.0814
H -6.4166 -2.0797 4.1612 0.0 -0.1 0.1 0.0902
C 1.3377 -1.3489 -0.4032 0.0 -0.3 0.5 -0.0961
C 0.3398 -0.4056 5.5327 0.1 -0.4 0.0 -0.6762
H -0.8121 -1.9541 -3.9422 0.0 0.4 -0.1 0.1097
H -1.0396 -3.3078 -1.5751 0.1 0.0 0.2 0.1041
Cl -3.9026 -4.0315 -2.7897 -0.1 0.2 0.1 0.4164
N -1.1106 -0.9082 -2.1491 0.8 0.9 -1.9 0.0798
O -5.5013 0.6510 2.6997 0.0 0.0 0.0 -0.0402
H 6.6134 2.3321 -5.0752 0.1 0.0 0.0 0.0997
N 2.4806 0.9367 5.0016 -0.3 0.2 -0.5 -0.2903
C -5.6354 -1.6407 3.5481 -0.1 0.0 -0.1 0.0155
O 0.8613 -2.8125 2.9850 0.0 -0.6 0.6 -0.0310
H 4.3782 1.9618 -3.6163 -0.1 0.0 0.1 0.0930
O 1.0724 0.0580 3.0773 -0.3 0.7 0.4 -0.3453
F 5.2259 0.2798 5.6332 0.0 0.0 -0.1 0.1319
H -2.1563 2.6425 1.4009 0.2 0.3 -0.3 0.1245
H 0.3393 3.0378 -1.2811 -0.1 -0.1 -0.1 0.0573
H -2.7928 0.0900 -0.0018 -0.1 0.0 -0.4 0.1244
H -0.9118 -6.4797 -3.2383 -0.1 -0.3 0.1 0.1133
C -2.7687 2.1935 0.6216 -0.6 -0.6 0.2 -0.1504
H -0.3206 -1.9052 0.8412 -0.2 -0.3 -0.1 0.1237
H 0.6503 -3.5822 -2.0146 0.0 -0.1 0.1 0.1050
H -0.0572 -3.0523 2.8546 0.0 0.1 -0.3 0.0887
C -2.2861 1.1481 -2.2582 0.8 0.5 0.4 -0.0854
H -3.7246 -0.0942 1.9738 0.1 0.0 -0.1 0.1187
C -4.1444 1.9217 1.2361 0.0 0.0 0.1 -0.1630
N -1.2974 1.1562 -1.1369 -1.3 -1.6 0.7 -0.0035
O 0.2212 1.9430 4.3771 -0.1 0.1 -0.1 -0.2821
C -0.3270 -1.8750 -2.9788 0.3 -1.2 1.2 -0.1283
H -0.0185 -4.6005 -4.0989 0.0 0.0 -0.1 0.1248
H 1.7693 -1.2634 2.0621 0.1 -0.5 0.0 0.0687
S 1.0719 0.7885 4.3283 0.0 0.0 0.7 0.5991
H -1.2122 -5.6705 -1.6894 0.0 0.1 0.1 0.1093
C -1.7761 0.0144 -3.1243 -0.4 1.2 -0.6 -0.2764
H 2.8653 2.1512 0.1208 0.1 0.0 0.1 0.1259
C -1.3636 -5.6116 -2.7629 0.3 0.3 -0.3 -0.2657
H -4.6914 -2.0664 3.8826 0.1 0.0 0.0 0.0913
N 0.5387 -0.1216 -0.5534 0.2 -0.1 -0.5 0.0428
H -1.6046 -3.9025 -4.0390 0.0 0.1 0.0 0.0713
C 3.4890 4.4083 -2.4965 0.0 0.2 0.4 -1.0575
C -0.7973 0.6248 -4.1549 0.0 -1.0 -0.3 -0.0252
C 4.9315 2.8587 -3.8092 -0.3 -0.4 -0.1 -0.1007
```
Forces are in eV/Å.

Entry 3:
ORCA calculation (the ωB97M-V functional and the def2-TZVPD basis) on a cluster of 2 separate species, C4H8OSSi in total.

Computed properties:
- energy above the lowest of the compared OMol25 structures with the same formula, charge and spin (kJ/mol) = 131.19
- Kohn-Sham gap (eV) = 8.471
- HOMO level (eV) = -8.79

```
15
Properties=species:S:1:pos:R:3:forces:R:3:nbo_charge:R:1
S -0.5133 0.8984 -2.7763 0.0 0.0 0.0 0.1163
H -2.0330 1.0753 0.4197 0.2 -0.1 0.2 0.2890
C 2.0761 0.3721 0.1973 -0.4 0.0 0.4 -1.1825
H -3.1104 2.0596 -0.6940 -0.1 0.1 -0.2 0.2596
O -0.3087 0.6117 2.0470 -0.3 0.3 0.3 -1.1797
C -1.4487 1.2031 -1.5664 0.3 -0.1 -0.5 -0.0566
H 2.5985 1.1207 0.7864 0.0 0.1 0.1 0.2588
H 0.8714 -2.6737 0.6484 0.2 0.0 0.0 0.2499
H 1.8140 0.8444 -0.7485 -0.2 0.0 -0.1 0.2648
H -0.2647 -1.9876 -0.4957 0.0 0.1 -0.2 0.2583
C -2.2356 1.4411 -0.5741 -0.4 0.2 0.5 -0.6079
C 0.0481 -1.9716 0.5472 0.0 0.5 0.4 -1.1788
H 2.7702 -0.4343 -0.0212 0.0 -0.2 0.0 0.2468
Si 0.5154 -0.2152 1.0860 0.8 -1.0 -1.1 2.0058
H -0.7792 -2.3440 1.1443 -0.1 0.0 0.1 0.2564
```
Forces are in eV/Å.

Entry 4:
ORCA calculation (the ωB97M-V functional and the def2-TZVPD basis) on an isolated molecule of C3H4O3.

Computed properties:
- energy above the lowest of the compared OMol25 structures with the same formula, charge and spin (kJ/mol) = 186.23
- Kohn-Sham gap (eV) = 10.679
- HOMO level (eV) = -10.34

```
10
Properties=species:S:1:pos:R:3:forces:R:3:nbo_charge:R:1
H 2.2290 0.5850 -0.2903 0.4 -0.4 0.3 0.1411
O -0.7927 -0.5216 -0.6812 0.3 -0.5 0.2 -0.5272
C 1.1630 0.4613 -0.0972 -0.1 0.9 0.1 0.4158
O 0.4879 1.4621 -0.0236 1.1 0.0 -0.3 -0.4832
H -1.9934 1.0567 -0.5207 -0.2 0.1 0.2 0.1332
H 1.1088 -1.6428 -0.6303 -1.1 0.4 -0.3 0.2177
O -1.4692 0.3888 1.3458 0.0 -0.4 -0.8 -0.5888
H 0.2154 -1.2998 0.8632 0.7 0.2 0.5 0.2401
C -1.4235 0.4038 0.1465 -0.8 -0.5 0.1 0.6596
C 0.4747 -0.8935 -0.1120 -0.4 0.2 0.1 -0.2083
```
Forces are in eV/Å.

Entry 5:
ORCA calculation (the ωB97M-V functional and the def2-TZVPD basis) on a structure of composition C29H37CoN3O.

Computed properties:
- total charge = -1
- Kohn-Sham gap (alpha / beta) (eV) = 5.015 / 5.914
- HOMO level (alpha / beta) (eV) = -2.18 / -3.08
- multiplicity = 5

```
71
Properties=species:S:1:pos:R:3:forces:R:3:lowdin_spin:R:1
H 3.7770 -0.1070 -0.8252 -0.1 0.2 -0.2 0.0012
C 0.4606 0.9883 1.4774 -0.4 0.7 -1.1 -0.0379
H 2.1071 -1.2092 2.3567 -0.1 -0.3 -0.1 0.0738
H -3.7822 0.0677 2.2382 0.0 -0.2 0.0 0.0001
H 2.3338 -0.4280 -4.1800 -0.3 0.0 -0.1 0.0023
N -1.2222 -2.5274 -2.1670 1.0 -1.1 2.2 0.6217
H -2.3730 -0.9577 2.6139 -0.2 -0.1 -0.2 0.0001
C -0.4891 -1.3107 -1.9083 -0.3 0.5 -0.7 0.5306
H -1.1889 3.5066 0.8940 -0.1 -0.2 -0.2 0.0023
H 1.2110 3.6020 -1.6469 -0.1 -0.3 0.0 -0.0025
H -1.1521 1.0405 2.9036 0.3 0.0 0.0 0.0000
H -2.6645 -4.7043 1.7120 1.0 0.7 -0.1 0.0019
C 1.9605 0.9305 -0.3240 0.0 1.3 0.8 0.0029
H -0.1088 3.8302 -7.0818 -0.3 0.1 0.0 0.0001
Co 0.3326 -0.2441 -0.2424 -0.6 -2.2 0.7 1.4229
N 0.2954 -2.6338 3.1526 0.4 1.1 0.2 -0.0186
H -0.0513 -3.3391 4.9559 -0.7 -0.6 -0.2 0.0008
H 0.3198 -2.4645 -4.9444 0.0 0.6 1.9 0.0253
C -3.2086 -0.8156 1.9188 0.2 0.0 -0.1 0.0005
H 3.0961 0.8933 -2.1368 0.1 -0.1 0.2 0.0000
C 1.7490 0.5181 1.0403 0.7 0.0 -0.2 -0.0194
H -2.0559 0.6096 -1.7996 -0.1 -0.1 -0.4 0.0081
H -1.2345 -3.1947 0.1271 0.2 0.1 1.0 0.0011
C 0.7468 2.6237 -1.8759 -0.2 0.1 -0.6 -0.0068
H -3.8461 -1.7094 1.9422 0.0 0.1 0.1 0.0001
H -0.2945 2.8070 -2.1775 0.3 0.0 -0.1 -0.0004
C 0.3141 1.5294 -5.9302 -0.5 -0.3 0.7 -0.0008
C 0.7982 1.7002 -0.7168 0.6 -0.2 0.9 -0.0378
H -3.4041 -0.3726 0.0200 1.3 -0.5 0.8 0.0001
C -1.3873 2.5021 0.4785 -0.6 0.2 0.0 0.0059
H -1.6548 3.1145 -7.5909 0.1 0.2 0.2 0.0006
C -1.7886 -4.0966 2.0479 0.3 0.3 0.9 0.0053
C -1.0700 3.4438 -6.7181 -0.1 0.3 -0.3 0.0015
C 0.0498 -2.4650 1.8432 1.7 -1.1 0.4 0.0611
H 3.9416 1.6556 -0.7729 -0.1 -0.2 -0.1 0.0018
C 0.2312 -2.1979 -3.8331 -0.4 0.1 0.0 0.3903
C -1.0204 -3.2661 1.2197 0.5 0.8 -0.1 -0.0039
C 2.6978 -0.2946 1.8886 1.7 2.6 -0.3 0.3069
H 0.3930 -4.0635 -2.5834 -0.8 -0.3 -0.3 0.0112
H -2.9925 -0.3602 -2.9513 0.2 0.1 0.0 0.0052
H -2.0180 -4.7363 4.1597 -0.3 -0.3 -0.2 -0.0026
H 0.4640 1.3412 3.5799 -0.1 0.0 -0.1 -0.0006
C -0.3493 0.2130 -4.0123 -0.7 0.4 -1.0 0.0104
C -2.5371 0.6280 -2.7934 -0.3 0.2 0.5 0.0203
H -1.6230 4.2495 -6.2198 0.1 0.0 -0.2 0.0002
H 1.5594 -2.2444 0.5313 1.8 -0.4 -0.9 0.0175
H 3.1183 0.2900 2.7095 0.2 0.2 0.2 0.0403
H -2.6786 2.6399 -4.6730 0.2 -0.1 0.0 0.0000
C -1.5556 0.9802 -3.8681 1.1 -0.3 -0.3 0.0097
H 1.6267 -1.3816 -5.4920 0.2 0.5 0.0 0.0051
C -0.4019 -3.4050 3.9141 -1.2 -0.7 0.7 0.0029
N -0.0970 -0.9223 -3.2658 0.7 -2.1 -0.8 0.1192
C 1.8045 -0.3599 -5.1401 0.7 0.2 -0.7 0.0120
H 1.0398 1.7298 -6.7142 -0.2 0.2 0.0 -0.0002
H -1.8486 2.6260 -0.5119 0.1 0.0 0.3 0.0003
C 0.5669 0.4689 -5.0637 -0.8 0.3 0.9 0.0079
H -2.1246 2.0053 1.1291 0.2 0.2 -0.2 0.0001
H -0.0183 -0.3003 3.1505 0.0 0.4 -0.1 -0.0007
C -0.1329 -3.1351 -2.8082 -0.3 1.8 -0.7 0.1155
C -0.8350 2.3120 -5.7684 0.0 -0.1 -0.1 0.0079
O -2.6510 -0.6265 0.6212 -1.4 0.5 -0.6 0.0089
C 3.2573 0.8359 -1.0508 0.2 0.0 -0.3 0.0057
H -3.3468 1.3666 -2.7636 0.1 0.0 -0.1 0.0019
C -0.1397 1.7060 0.3874 1.3 -0.2 0.8 0.0100
H 2.4721 0.1081 -5.8596 0.3 0.1 -0.1 0.0013
H 3.4917 -0.7599 1.2861 -0.2 0.2 0.3 0.0046
C -1.4735 -4.1590 3.4319 0.2 0.2 0.0 -0.0300
C -0.0940 0.7522 2.8361 -0.2 -0.1 0.5 -0.0015
H 1.2769 2.2004 -2.7416 -0.2 0.2 0.1 -0.0006
C -1.7738 2.0340 -4.7635 0.8 -0.6 0.2 -0.0006
C 1.2847 -1.6801 1.3862 -7.1 -3.0 -3.6 0.2775
```
Forces are in eV/Å.

Entry 6:
ORCA calculation (the ωB97M-V functional and the def2-TZVPD basis) on an isolated molecule of C2H6O2.

Computed properties:
- energy above the lowest of the compared OMol25 structures with the same formula, charge and spin (kJ/mol) = 110.20
- Kohn-Sham gap (eV) = 11.011
- HOMO level (eV) = -10.18

```
10
Properties=species:S:1:pos:R:3:forces:R:3:nbo_charge:R:1
H -1.5231 -0.2736 -0.1742 -0.6 -0.3 1.2 0.1702
H -0.3027 1.5734 -0.4504 0.0 0.5 0.4 0.1459
O 1.5266 0.6534 -0.4331 1.6 0.3 -0.2 -0.6974
H -0.6880 -1.2607 1.7830 0.1 -0.1 0.5 0.4741
H -0.2176 -1.4362 -0.3273 -0.1 0.1 -0.8 0.1661
H 1.5662 0.6837 0.5256 0.5 -0.1 0.2 0.4767
C 0.1874 0.6321 -0.6990 -1.1 0.6 0.4 -0.0816
O -0.0130 -0.6562 1.4659 -1.2 1.5 -1.4 -0.7348
H -0.0607 0.5367 -1.7561 0.5 -0.5 -0.2 0.1869
C -0.4751 -0.4527 0.0658 0.2 -2.1 -0.1 -0.1061
```
Forces are in eV/Å.

Entry 7:
ORCA calculation (the ωB97M-V functional and the def2-TZVPD basis) on an isolated molecule of C6H6N2O.

Computed properties:
- energy above the lowest of the compared OMol25 structures with the same formula, charge and spin (kJ/mol) = 227.87
- Kohn-Sham gap (eV) = 10.130
- HOMO level (eV) = -9.51

```
15
Properties=species:S:1:pos:R:3:forces:R:3:nbo_charge:R:1
H 0.6388 -0.5070 -1.3728 0.6 1.0 1.3 0.2631
O -1.7096 -2.0878 0.0512 0.5 1.8 -0.8 -0.5000
H -0.4423 2.0682 -0.5008 0.7 2.0 -1.6 0.3703
C 2.4932 -0.4746 -0.2147 -2.5 -0.2 -0.2 0.2832
C -1.5896 0.3942 -0.4358 -1.0 0.4 -1.4 -0.3706
N 3.6037 -0.7235 -0.1254 1.0 0.0 0.1 -0.3205
C -1.1523 -1.0026 0.0475 -1.0 -0.7 2.4 0.5787
N -0.6283 1.3967 0.1610 -7.2 0.2 -1.8 -0.5816
H -2.5762 0.6852 -0.0977 -0.3 -0.5 0.4 0.2471
H -1.7489 0.3804 -1.5631 0.8 0.2 1.1 0.2236
H 0.9424 1.3180 1.3323 0.8 -0.7 0.0 0.2377
C 1.0293 -0.2479 -0.3366 2.8 -0.9 -1.3 -0.3628
H 0.6437 -1.2324 1.6572 -1.6 0.4 -1.6 0.2701
C 0.3885 0.7281 0.6094 4.3 -1.4 1.7 -0.0185
C 0.1075 -0.6949 0.7883 2.1 -1.7 1.8 -0.3201
```
Forces are in eV/Å.

Entry 8:
ORCA calculation (the ωB97M-V functional and the def2-TZVPD basis) on a cluster of 2 separate species, Br2H2O2Si in total.

Computed properties:
- energy above the lowest of the compared OMol25 structures with the same formula, charge and spin (kJ/mol) = 417.13
- Kohn-Sham gap (eV) = 8.423
- HOMO level (eV) = -9.41

```
7
Properties=species:S:1:pos:R:3:forces:R:3:nbo_charge:R:1
Br -1.9602 -1.1835 2.9868 1.1 0.5 -0.5 -0.2642
Si -0.0913 -0.4879 1.9363 -2.6 -0.1 -3.0 1.5933
Br 1.0448 1.0187 2.8990 0.5 0.1 0.3 -0.1870
H -0.2997 1.1854 -0.4451 0.9 0.0 -0.7 0.4260
O -1.0781 1.1689 0.0917 0.3 -2.3 3.0 -0.9962
O 0.6414 -1.7808 1.2123 -0.4 0.5 0.6 -1.1154
H 0.2518 -2.6847 1.1260 0.2 1.4 0.2 0.5435
```
Forces are in eV/Å.

Max |F| / eV/A: 5.3 2.2 1.7 1.2 8.5 2.4 7.4 3.9
Calculated total energy / Eh: -265.471248 -5071.214193 -920.100265 -342.385005 -2749.081385 -230.238647 -416.886887 -5589.246313